[1]
ORCA calculation (the ωB97M-V functional and the def2-TZVPD basis) on C3H2GaO4 as an isolated structure at a distorted geometry.

```
10
C3H2GaO4, DFT the ωB97M-V functional and the def2-TZVPD basis
H -1.00 1.31 0.26
C -1.59 -0.62 -0.14
C -0.69 0.25 0.38
O 0.63 -0.08 0.09
C 1.71 0.87 0.18
O 1.59 1.74 1.04
O 2.53 0.69 -0.71
Ga 0.68 -1.89 -0.54
O -1.21 -1.78 -0.67
H -2.65 -0.49 0.12
```

Values from the calculation:
LUMO (alpha / beta): -0.970 / -4.310 eV
HOMO energy (alpha / beta): -9.614 / -9.447 eV
2S+1: 2
Total charge: 0
Frontier orbital gap (alpha / beta): 8.64 / 5.14 eV

Löwdin charges in e: 0.16 -0.25 -0.10 -0.18 -0.74 0.07 0.04 1.03 -0.18 0.14

[2]
ORCA calculation (the ωB97M-V functional and the def2-TZVPD basis) on C3H2HgMgO3 as an isolated structure at a distorted geometry.

```
10
C3H2HgMgO3, DFT the ωB97M-V functional and the def2-TZVPD basis
H 1.09 -2.74 0.59
O 0.07 1.68 -0.12
C 0.94 0.69 -0.46
C -1.20 1.40 0.00
O 2.09 0.79 0.03
O 0.50 -0.38 -0.91
C -2.33 1.04 0.26
Mg 2.77 -1.08 -0.13
H -3.27 0.69 0.65
Hg -0.66 -2.09 0.09
```

Values from the calculation:
LUMO (alpha / beta): -6.413 / -6.935 eV
HOMO energy (alpha / beta): -11.819 / -13.524 eV
2S+1: 2
Total charge: +1
Frontier orbital gap (alpha / beta): 5.41 / 6.59 eV

Löwdin charges in e: -0.11 0.13 -0.70 -0.19 -0.04 -0.26 0.14 1.17 0.06 0.82

E_tot / eV: -63706.446, -18894.526